No. 1
Here is a cluster of 3 separate species, C30H78BN8O2P2 in total in a non-equilibrium geometry from the Open Molecules 2025 dataset. Energies are from ωB97M-V/def2-TZVPD.

Geometry as ORCA input:
```
! wB97M-V def2-TZVPD RIJCOSX def2/J DEFGRID3
* xyz -1 1
C -2.6541 6.9669 0.3260
C -1.9858 6.7821 1.8255
C -1.2885 5.2655 1.9100
C 0.3030 5.5040 1.4563
C 1.0086 4.1639 0.8286
C 1.1401 4.1867 -0.8295
C -0.1645 4.8529 -1.5653
C -0.5626 4.1247 -3.0106
C -2.1280 3.6581 -2.8708
C -2.8049 3.0674 -4.2418
C -4.4435 3.1381 -4.2949
B -5.2000 2.8595 -2.8618
C -6.8199 3.2949 -2.8929
C -7.3263 3.3527 -1.3003
C -7.8877 4.8365 -0.8576
N -7.3897 5.3189 0.4908
C -5.1980 1.2235 -2.5881
C -4.4017 0.8644 -1.1836
C -4.6284 -0.7352 -0.7536
C -3.2373 -1.5379 -1.1134
N -3.5420 -2.9522 -1.6051
H -3.0217 5.9043 -0.0671
H -3.5873 7.6684 0.4583
H -1.9104 7.3691 -0.4858
H -2.7564 6.9332 2.6969
H -1.0861 7.5350 2.0057
H -1.3346 4.8926 3.0378
H -1.8384 4.4797 1.2139
H 0.3578 6.4562 0.7410
H 0.8550 5.8188 2.4666
H 0.4222 3.1872 1.1186
H 2.0994 4.0877 1.3075
H 2.1667 4.7367 -1.0903
H 1.2401 3.0665 -1.2263
H -1.0875 4.6899 -0.8272
H -0.0154 6.0268 -1.6774
H -0.4358 4.9830 -3.8306
H 0.1845 3.2773 -3.3232
H -2.2271 2.8378 -2.0418
H -2.7344 4.6031 -2.4886
H -2.4179 3.6825 -5.1889
H -2.4525 1.9472 -4.4538
H -4.8205 4.1368 -4.8278
H -4.7867 2.2592 -5.0262
H -4.7461 3.4239 -1.9362
H -7.4746 2.5259 -3.5193
H -6.9245 4.3593 -3.3811
H -8.1715 2.5313 -1.1219
H -6.4535 3.0738 -0.5457
H -7.5060 5.6051 -1.6705
H -9.0707 4.9149 -0.8388
H -8.1742 5.7585 1.0387
H -6.9677 4.5097 1.0118
H -6.2984 0.7917 -2.4518
H -4.7264 0.6809 -3.5226
H -4.8855 1.4862 -0.3014
H -3.2469 1.0288 -1.2936
H -5.5638 -1.0920 -1.4003
H -4.9548 -0.8397 0.3895
H -2.6108 -0.9746 -1.9481
H -2.5793 -1.6160 -0.1434
H -4.4526 -3.2803 -1.1651
H -3.6194 -2.9124 -2.6472
O 3.0278 -1.0191 -0.8937
P 2.1523 -2.2137 -1.3451
N 3.5476 -3.1092 -1.7663
C 3.8238 -3.8422 -2.9864
C 4.3645 -3.5793 -0.6480
N 1.5950 -1.3796 -2.7534
C 1.7505 -1.8298 -4.1291
C 1.6496 0.0877 -2.7468
N 1.1458 -3.5871 -1.8640
C -0.2978 -3.2453 -1.7562
C 1.2890 -4.8200 -1.0637
H 3.0882 -4.6205 -3.2061
H 4.8028 -4.3427 -2.9592
H 3.8945 -3.1710 -3.8433
H 3.8787 -4.3963 -0.1081
H 4.5453 -2.7745 0.0713
H 5.3567 -3.9249 -0.9641
H 2.7383 -1.5740 -4.5284
H 1.0045 -1.3510 -4.7761
H 1.5804 -2.9021 -4.2497
H 2.6703 0.4459 -2.9287
H 1.2993 0.4904 -1.7893
H 0.9979 0.5207 -3.5116
H -0.5615 -3.0121 -0.7136
H -0.9252 -4.0717 -2.1004
H -0.5751 -2.3839 -2.3653
H 1.1968 -4.6106 0.0086
H 2.2449 -5.3173 -1.2353
H 0.5353 -5.5629 -1.3400
O 3.5026 -5.2086 3.0094
P 4.1350 -4.8189 4.3679
N 4.5484 -3.2741 3.7606
C 5.8155 -2.5741 3.8419
C 3.4305 -2.3588 3.5337
N 5.4849 -5.8742 4.1359
C 6.8856 -5.4776 4.1229
C 5.3228 -6.9994 3.2064
N 4.8620 -4.3709 5.9297
C 4.8202 -5.5204 6.8729
C 4.1854 -3.2781 6.6572
H 6.1652 -2.4185 4.8660
H 5.7721 -1.5785 3.3767
H 6.5914 -3.0947 3.2791
H 3.0132 -1.9898 4.4743
H 2.6210 -2.8553 2.9898
H 3.7108 -1.4909 2.9238
H 7.1865 -5.0906 3.1430
H 7.5300 -6.3379 4.3444
H 7.1279 -4.7397 4.8911
H 5.3952 -6.6645 2.1644
H 4.3554 -7.4941 3.3521
H 6.0822 -7.7704 3.3675
H 3.7799 -5.8250 7.0629
H 5.2908 -5.2654 7.8260
H 5.3548 -6.3944 6.4983
H 3.1062 -3.4577 6.7300
H 4.3405 -2.3069 6.1847
H 4.5889 -3.1637 7.6673
*
```

Computed properties:
maximum force: 0.177 Eh/bohr
E_tot: -67632.338 eV
LUMO level: 0.1 eV

Atom charges from the Löwdin analysis, given in e for atoms 1 to 8: C -0.14; C -0.26; C -0.22; C -0.23; C -0.22; C -0.21; C -0.22; C -0.21

No. 2
Here is a structure of composition C30H78N2O10 in a non-equilibrium geometry from the Open Molecules 2025 dataset. Energies are from ωB97M-V/def2-TZVPD.

Geometry as ORCA input:
```
! wB97M-V def2-TZVPD RIJCOSX def2/J DEFGRID3
* xyz 0 1
C -0.8130 4.4884 0.8582
O 0.3051 4.1556 1.6461
C 1.4859 3.8652 0.8676
C 2.7275 3.6009 1.7362
N 2.5720 2.5900 2.7532
C 2.3580 1.2286 2.2348
C 2.3618 0.2463 3.3892
O 1.0941 0.1252 3.9468
C 1.0667 -0.7638 5.0439
H -1.5235 4.9571 1.5390
H -1.3272 3.6551 0.3794
H -0.5652 5.2230 0.0920
H 1.6685 4.6008 0.0843
H 1.4123 2.9224 0.3256
H 3.0466 4.4992 2.2646
H 3.5953 3.3644 1.1205
H 1.7124 2.8188 3.2314
H 3.1621 0.9992 1.5356
H 1.3832 1.1354 1.7559
H 3.0426 0.4729 4.2098
H 2.6278 -0.7078 2.9342
H 1.6211 -1.6686 4.7948
H 0.0339 -1.0107 5.2899
H 1.4885 -0.2879 5.9292
C 1.6475 -4.0167 -2.9645
O 0.2724 -3.7820 -2.7771
C -0.2037 -3.8410 -1.3964
C -1.6543 -3.2948 -1.4269
N -1.8151 -1.8066 -1.6009
C -3.1732 -1.4109 -1.3512
C -3.5093 0.0851 -1.6958
O -3.2394 0.4088 -3.0428
C -2.8950 1.7874 -3.2013
H 2.2169 -3.3367 -2.3309
H 1.8790 -3.9433 -4.0271
H 1.7924 -5.0456 -2.6352
H 0.4926 -3.3467 -0.7190
H -0.2077 -4.8737 -1.0477
H -2.0455 -3.5057 -0.4316
H -2.2136 -3.8603 -2.1721
H -1.7547 -1.7442 -2.6072
H -3.5219 -1.7308 -0.3692
H -3.8054 -2.0627 -1.9541
H -2.9910 0.7613 -1.0159
H -4.5696 0.2418 -1.4972
H -3.6395 2.4547 -2.7671
H -2.8214 2.0708 -4.2512
H -1.8827 2.0237 -2.8731
C -0.5114 -1.8062 3.3157
C -1.2807 -2.7414 2.3578
C -2.1223 -3.6785 3.1660
O -2.0420 -1.8765 1.5773
H 0.2477 -1.2085 2.8111
H 0.0262 -2.3957 4.0584
H -1.0974 -1.1591 3.9685
H -0.6885 -3.3030 1.6354
H -2.8645 -4.2171 2.5768
H -2.7188 -3.1572 3.9147
H -1.5947 -4.4061 3.7828
H -1.4131 -1.5204 0.9455
C 1.8953 -3.0290 0.2716
C 2.9413 -2.2640 -0.4925
C 3.1616 -0.8873 0.1211
O 4.1395 -2.9836 -0.5644
H 2.2908 -3.4861 1.1787
H 1.4259 -3.8019 -0.3370
H 1.1091 -2.3023 0.4758
H 2.7250 -2.2145 -1.5597
H 4.1151 -0.5818 -0.3097
H 3.2691 -1.0363 1.1955
H 2.3959 -0.1394 -0.0851
H 4.3775 -3.3807 0.2766
C 0.4924 -0.1482 -1.0071
C -0.0403 -0.4999 0.3449
C -0.9301 0.5983 1.0358
O -0.8269 -1.7138 0.2431
H 1.1887 -0.9412 -1.2800
H 1.1295 0.7360 -0.9916
H -0.3361 -0.1630 -1.7153
H 0.8105 -0.7232 0.9887
H -0.5378 1.6002 0.8621
H -0.9999 0.4068 2.1066
H -1.9245 0.5218 0.5959
H -1.1579 -1.7765 -0.6559
C -1.4433 2.3357 2.8368
C -2.4844 1.7196 3.8014
C -2.3235 0.1977 4.1089
O -2.4771 2.3602 4.9908
H -1.7511 2.0339 1.8357
H -0.4080 2.0514 3.0251
H -1.4954 3.4238 2.7991
H -3.4704 1.9256 3.3851
H -1.3179 -0.0427 4.4541
H -2.3997 -0.3679 3.1802
H -3.0180 -0.2056 4.8458
H -1.5493 2.3491 5.2368
C -0.1151 2.4602 -1.6271
C 1.3566 2.7022 -1.9865
C 1.4742 3.4511 -3.3220
O 2.0460 3.5546 -1.0692
H -0.0780 2.1390 -0.5862
H -0.4840 1.6289 -2.2278
H -0.7680 3.3173 -1.7921
H 1.9419 1.7942 -2.1318
H 1.1755 2.8656 -4.1916
H 2.4849 3.8207 -3.4949
H 0.8450 4.3383 -3.3928
H 1.5320 4.3212 -0.8052
C -0.0788 -0.9137 -6.1917
C -0.1380 0.2057 -5.1528
C 0.0021 -0.2884 -3.7334
O 0.9125 1.0664 -5.4242
H 0.8876 -1.4179 -6.1913
H -0.3029 -0.5362 -7.1894
H -0.8686 -1.6521 -6.0535
H -1.0690 0.7698 -5.2094
H -0.8364 -0.9008 -3.4021
H -0.0059 0.6286 -3.1442
H 0.9308 -0.8421 -3.5958
H 1.7454 0.6449 -5.2005
*
```

Computed properties:
maximum force: 0.343 Eh/bohr
E_tot: -55808.274 eV
LUMO level: 0.5 eV
energy above the lowest of the compared OMol25 structures with the same formula, charge and spin: 458.8 kcal/mol

Atom charges from the Löwdin analysis, given in e for atoms 1 to 8: C -0.12; O -0.17; C -0.21; C -0.17; N -0.03; C -0.18; C -0.21; O -0.23

No. 3
Here is a cluster of 7 separate species, C30H78N4O13 in total in a non-equilibrium geometry from the Open Molecules 2025 dataset. Energies are from ωB97M-V/def2-TZVPD.

Geometry as ORCA input:
```
! wB97M-V def2-TZVPD RIJCOSX def2/J DEFGRID3
* xyz 0 1
C -1.2317 -5.1739 6.4092
O -1.4707 -4.0099 5.6362
C -0.3547 -3.0919 5.5222
C 0.5703 -3.5139 4.4232
N 1.8613 -2.8349 4.4212
C 1.8133 -1.4209 4.1252
C 3.2183 -0.9089 4.1072
O 3.5033 0.2791 3.8732
C 3.5063 0.6671 2.5052
H -0.6657 -5.9189 5.8442
H -2.1397 -5.5699 6.7112
H -0.6697 -4.8949 7.3042
H 0.1403 -2.9509 6.5332
H -0.7337 -2.0789 5.2732
H 0.0593 -3.4009 3.4522
H 0.9163 -4.5649 4.5622
H 2.4663 -3.3319 3.7152
H 1.2003 -0.8099 4.7522
H 1.4873 -1.2949 3.1062
H 3.7933 -1.5209 3.4742
H 3.5543 -1.1329 5.1412
H 4.1693 0.1381 1.8262
H 3.7783 1.7091 2.4782
H 2.5533 0.5341 1.9552
C -2.8467 4.4381 -0.8298
O -2.5887 3.3901 0.1182
C -1.6847 2.4131 -0.2848
C -2.2647 1.3371 -1.2068
N -1.2057 0.4981 -1.7698
C -1.9407 -0.3899 -2.6528
C -1.0657 -1.4699 -3.2938
O -1.5197 -2.1599 -4.2568
C -0.6577 -3.1189 -4.8148
H -3.3667 4.0061 -1.7118
H -1.9137 4.8141 -1.0868
H -3.4997 5.1481 -0.3408
H -1.2797 1.9031 0.5852
H -0.8237 2.9301 -0.7508
H -2.8717 1.8781 -1.9208
H -2.8307 0.7191 -0.5638
H -0.8677 -0.0669 -0.9568
H -2.3827 0.1771 -3.4918
H -2.7567 -0.8119 -2.0878
H -0.7927 -2.1159 -2.5178
H -0.1897 -0.9179 -3.6818
H 0.0983 -2.6419 -5.3768
H -1.1357 -3.6909 -5.5628
H -0.2117 -3.8289 -4.1308
C -0.7287 -0.7209 1.3402
O -1.6037 -1.3299 0.3922
C -2.6487 -2.0719 0.9502
C -2.1037 -3.2629 1.6632
N -2.9057 -4.4199 1.6702
C -4.0427 -4.4479 2.5672
C -5.3247 -4.0419 1.9162
O -6.3457 -3.8229 2.5942
C -7.5117 -3.4969 1.9332
H 0.0303 0.0161 0.9022
H -0.1107 -1.4689 1.9452
H -1.3077 -0.0819 2.0332
H -3.3697 -2.3329 0.1162
H -3.2257 -1.4819 1.6182
H -1.8147 -2.9399 2.5972
H -1.0947 -3.4609 1.2312
H -3.0527 -4.8929 0.7692
H -3.8067 -3.9139 3.4672
H -4.2497 -5.5079 2.8742
H -5.5307 -4.7219 1.1122
H -5.1167 -3.1429 1.4402
H -7.3427 -2.6359 1.2962
H -8.2677 -3.2099 2.6962
H -7.9237 -4.2789 1.3102
C 5.0553 1.2991 -5.9908
O 3.6963 1.0361 -5.9348
C 3.0393 1.7381 -4.9498
C 1.5863 1.1881 -4.8918
N 0.9063 1.9311 -3.8158
C 0.5473 3.2781 -4.3018
C -0.2137 3.9991 -3.1898
O -0.7767 5.0881 -3.3878
C 0.1643 6.1281 -3.6148
H 5.1903 2.3871 -5.9188
H 5.5133 0.9201 -6.9448
H 5.5653 0.8681 -5.0938
H 3.0993 2.7791 -5.1788
H 3.5063 1.5501 -3.9748
H 1.5283 0.1051 -4.6908
H 1.1583 1.3371 -5.8778
H 0.0883 1.4631 -3.3918
H -0.2107 3.1871 -5.0888
H 1.3123 3.9011 -4.7358
H 0.4183 3.8961 -2.3088
H -1.0257 3.3721 -3.0028
H 0.9913 6.1221 -2.8478
H -0.4167 7.0671 -3.4568
H 0.4893 6.0911 -4.6098
C 1.6513 3.1971 0.3802
C 1.8533 2.1681 -0.6078
O 2.5393 2.6611 -1.6898
H 0.8823 2.8811 1.0512
H 1.2293 4.0631 -0.0658
H 2.5563 3.5191 0.8752
H 0.9833 1.6281 -0.8908
H 2.4403 1.2861 -0.2528
H 1.9253 2.6191 -2.4178
C 0.3493 1.6221 3.6712
C -0.5347 2.7821 3.7672
O -1.8777 2.3991 3.5712
O 1.5213 2.0581 4.2912
H 0.5863 1.4051 2.6812
H -0.0357 0.7801 4.1942
H -0.2197 3.5811 3.0992
H -0.5197 3.2601 4.7912
H -2.4227 3.1711 3.7122
H 2.2573 1.4461 4.2252
C 3.8253 -0.7369 -2.5298
C 4.6413 0.1121 -1.6948
O 5.9503 -0.3379 -1.6978
O 2.4373 -0.5389 -2.3628
H 4.0963 -1.7519 -2.2398
H 4.1373 -0.6159 -3.5068
H 4.3213 0.1531 -0.6798
H 4.5883 1.1151 -1.9878
H 6.2133 -0.4869 -2.5998
H 2.0893 0.1501 -2.8838
*
```

Computed properties:
maximum force: 0.180 Eh/bohr
E_tot: -64940.117 eV
LUMO level: 0.6 eV
SMILES string: COCCNCCOC.COCCNCCOC.COCCNCCOC.COCCNCCOC.OCCO.OCCO.CCO
energy above the lowest of the compared OMol25 structures with the same formula, charge and spin: 0.0 kcal/mol

Atom charges from the Löwdin analysis, given in e for atoms 1 to 8: C -0.10; O -0.20; C -0.21; C -0.22; N -0.06; C -0.21; C -0.37; O -0.13

- Among the records above, which one has the lowest LUMO level?
  C30H78BN8O2P2

- What is the formula in the second record?
  C30H78N2O10

- What is the formula in the second record?
  C30H78N2O10